14
Properties=species:S:1:pos:R:3:lowdin_charge:R:1 method="wB97M-V/def2-TZVPD" smiles="[H]/N=N/NC.NO" multiplicity=1 e_lumo_ev=1.04 e_above_lowest_kcal_mol=54.0
C -0.268 2.255 -0.037 -0.0923
N 1.681 -0.586 0.560 -0.0219
N 1.372 0.648 0.477 -0.1146
N 0.187 0.896 0.013 -0.1369
H 0.349 -1.749 -0.277 0.0311
H 2.668 -0.649 0.812 0.0386
H -0.580 2.524 -1.047 0.0735
H 0.552 2.903 0.265 0.0763
H -1.111 2.405 0.641 0.0724
N -0.629 -1.745 -0.627 -0.0746
O -1.340 -2.673 0.206 -0.1301
H -1.828 -2.114 0.830 0.0782
H -0.432 0.056 -0.265 0.1155
H -0.618 -2.170 -1.552 0.0847